# 1
C8H20F8K3N4O20S8 | wB97M-V/def2-TZVPD

Each line ends with the Mulliken charge.
Positions of all 71 atoms, in Å:
K (-22.746, -2.901, 1.217)  0.984
K (-20.664, -3.445, -1.689)  1.076
K (-19.422, -7.193, -1.419)  0.878
N (-19.318, -5.328, -3.415)  -0.038
S (-19.918, -5.568, -5.003)  0.770
O (-19.058, -5.942, -6.107)  -0.529
O (-21.096, -4.723, -5.300)  -0.456
F (-20.612, -6.974, -4.573)  -0.289
S (-18.024, -4.593, -3.857)  0.905
O (-18.159, -3.414, -4.752)  -0.595
O (-16.847, -5.439, -4.097)  -0.617
F (-17.787, -3.840, -2.450)  -0.115
N (-23.130, -4.859, -0.742)  0.164
S (-23.613, -5.294, -2.274)  0.693
O (-25.024, -5.430, -2.625)  -0.534
O (-22.622, -5.943, -3.050)  -0.419
F (-23.580, -3.824, -2.863)  -0.160
S (-23.473, -6.248, -0.318)  0.801
O (-22.529, -7.322, -0.450)  -0.616
O (-24.891, -6.620, -0.149)  -0.603
F (-23.238, -5.848, 1.215)  -0.363
N (-23.178, 1.332, -1.704)  -0.355
S (-21.765, 0.617, -2.362)  0.981
O (-21.603, -0.866, -2.370)  -0.253
O (-20.620, 1.466, -2.199)  -0.581
F (-22.180, 0.803, -3.893)  -0.293
S (-22.997, 0.803, -0.325)  0.946
O (-22.027, 1.632, 0.461)  -0.620
O (-23.161, -0.591, -0.018)  -0.478
F (-24.456, 1.335, 0.161)  -0.346
N (-20.048, -2.626, 0.759)  -0.026
S (-19.039, -1.552, 1.097)  0.662
O (-17.780, -1.536, 0.430)  -0.534
O (-18.997, -1.157, 2.554)  -0.607
F (-19.887, -0.428, 0.354)  -0.161
S (-19.063, -3.928, 1.395)  0.900
O (-18.549, -3.971, 2.759)  -0.505
O (-18.308, -4.491, 0.225)  -0.419
F (-20.360, -4.987, 1.521)  -0.320
C (-23.432, -2.063, -5.344)  -0.592
O (-24.656, -1.874, -4.585)  -0.132
C (-25.714, -2.714, -4.983)  -0.521
C (-26.945, -2.553, -4.031)  -0.524
O (-27.481, -1.207, -4.112)  -0.285
C (-28.814, -1.066, -3.561)  -0.852
H (-22.712, -1.416, -4.844)  0.046
H (-23.550, -1.769, -6.387)  0.331
H (-22.992, -3.061, -5.348)  0.307
H (-25.412, -3.761, -4.957)  0.303
H (-25.960, -2.401, -5.998)  0.418
H (-26.753, -2.632, -2.961)  0.274
H (-27.630, -3.328, -4.377)  0.380
H (-28.978, -1.113, -2.484)  0.289
H (-29.522, -1.801, -3.945)  0.332
H (-29.216, -0.165, -4.023)  0.291
C (-14.891, -3.240, -1.399)  -0.405
O (-13.842, -3.728, -0.525)  -0.397
C (-14.277, -4.069, 0.784)  -0.072
C (-13.337, -5.190, 1.449)  -0.696
O (-12.042, -4.657, 1.639)  -0.297
C (-10.965, -5.523, 1.912)  -0.716
H (-14.433, -3.069, -2.373)  0.283
H (-15.257, -2.317, -0.949)  0.327
H (-15.768, -3.881, -1.493)  0.081
H (-15.346, -4.271, 0.853)  0.075
H (-14.134, -3.344, 1.585)  0.242
H (-13.193, -6.095, 0.859)  0.406
H (-13.609, -5.486, 2.462)  0.350
H (-10.916, -6.302, 1.151)  0.298
H (-11.139, -5.944, 2.902)  0.284
H (-9.986, -5.046, 1.854)  0.242

The frontier orbital gap comes out at 0.280 hartree. As for the molecular weight: 1018.07 Da. The value obtained for the strongest force on any atom is 0.242 hartree/bohr. As for the net charge: -1. For the total energy, the calculation gives -7824.8014 Ha. The lowest unoccupied orbital energy comes out at 0.253 eV.

---

# 2
C2H2N4 | wB97M-V/def2-TZVPD

Each line ends with the Mulliken charge.
Positions of all 8 atoms, in Å:
C (1.256, -0.009, -0.088)  0.069
N (0.671, 1.172, 0.105)  -0.236
N (-0.641, 1.182, 0.196)  -0.243
C (-1.253, 0.003, 0.110)  0.067
N (-0.686, -1.132, -0.304)  -0.239
N (0.623, -1.137, -0.420)  -0.239
H (2.335, -0.047, 0.026)  0.411
H (-2.305, -0.032, 0.375)  0.410

The frontier orbital gap comes out at 0.325 hartree. As for the molecular weight: 82.07 Da. The value obtained for the strongest force on any atom is 0.006 hartree/bohr. For the total energy, the calculation gives -296.3500 Ha. Its SMILES is c1nncnn1. The lowest unoccupied orbital energy comes out at -0.867 eV. The value obtained for the relative energy (zero: lowest compared OMol25 entry of this formula, charge and spin) is 47.0 kcal/mol.

---

# 3
C4H18NO3 | wB97M-V/def2-TZVPD

Each line ends with the Mulliken charge.
Positions of all 26 atoms, in Å:
C (0.354, -1.888, -0.648)  -0.485
C (-0.835, -1.001, -1.122)  -0.732
C (-2.135, -0.956, -0.289)  -0.368
C (-2.016, -0.329, 1.090)  -1.048
N (1.025, -1.026, 0.451)  -0.227
H (0.099, -2.830, -0.165)  0.409
H (0.995, -2.000, -1.523)  0.341
H (-0.431, 0.002, -1.283)  0.370
H (-1.093, -1.426, -2.115)  0.400
H (-3.048, -0.767, -0.863)  0.420
H (-2.424, -2.015, -0.135)  0.316
H (-1.798, -1.032, 1.903)  0.338
H (-2.958, 0.152, 1.425)  0.272
H (-1.264, 0.485, 1.122)  0.119
H (2.029, -1.202, 0.377)  0.377
H (0.588, -1.083, 1.367)  0.335
H (0.925, -0.028, 0.212)  0.151
H (2.382, 0.272, -2.146)  0.293
H (3.694, -0.473, -1.952)  0.295
O (2.815, -0.365, -1.575)  -0.574
H (0.948, 3.765, 2.567)  0.318
H (1.745, 3.217, 1.280)  0.300
O (1.719, 3.864, 1.988)  -0.618
H (-0.215, 2.837, -0.422)  0.293
H (-0.959, 1.851, 0.476)  0.308
O (-0.140, 1.977, -0.019)  -0.604

The frontier orbital gap comes out at 0.404 hartree. As for the molecular weight: 128.19 Da. The value obtained for the strongest force on any atom is 0.049 hartree/bohr. As for the net charge: +1. For the total energy, the calculation gives -443.4149 Ha. The lowest unoccupied orbital energy comes out at -3.024 eV. The value obtained for the relative energy (zero: lowest compared OMol25 entry of this formula, charge and spin) is 33.0 kcal/mol.

---

# 4
C5H6O2 | wB97M-V/def2-TZVPD

Each line ends with the Mulliken charge.
Positions of all 13 atoms, in Å:
O (-1.657, 0.396, 1.060)  -0.491
C (-0.602, 0.987, 1.521)  0.175
C (0.710, 1.016, 1.060)  -0.334
C (1.478, 0.269, 0.156)  -0.428
C (1.046, -0.907, -0.681)  -0.550
C (-0.211, -1.069, -1.501)  0.267
O (-1.319, -0.616, -1.272)  -0.599
H (-1.493, 0.000, 0.149)  0.434
H (-0.827, 1.536, 2.438)  0.367
H (1.291, 1.720, 1.661)  0.218
H (1.046, -1.746, 0.041)  0.304
H (1.857, -1.167, -1.376)  0.288
H (-0.079, -1.662, -2.426)  0.351

The frontier orbital gap comes out at 0.261 hartree. As for the molecular weight: 98.10 Da. The value obtained for the strongest force on any atom is 0.009 hartree/bohr. For the total energy, the calculation gives -344.4468 Ha. The lowest unoccupied orbital energy comes out at -0.421 eV. The value obtained for the relative energy (zero: lowest compared OMol25 entry of this formula, charge and spin) is 97.3 kcal/mol.

---

Which value of frontier orbital gap does entry 4 give? 0.261 hartree

---

Among the records above, which one has the highest strongest force on any atom? C8H20F8K3N4O20S8

---

What did the third record say?
C4H18NO3 | wB97M-V/def2-TZVPD

Each line ends with the Mulliken charge.
Positions of all 26 atoms, in Å:
C (0.354, -1.888, -0.648)  -0.485
C (-0.835, -1.001, -1.122)  -0.732
C (-2.135, -0.956, -0.289)  -0.368
C (-2.016, -0.329, 1.090)  -1.048
N (1.025, -1.026, 0.451)  -0.227
H (0.099, -2.830, -0.165)  0.409
H (0.995, -2.000, -1.523)  0.341
H (-0.431, 0.002, -1.283)  0.370
H (-1.093, -1.426, -2.115)  0.400
H (-3.048, -0.767, -0.863)  0.420
H (-2.424, -2.015, -0.135)  0.316
H (-1.798, -1.032, 1.903)  0.338
H (-2.958, 0.152, 1.425)  0.272
H (-1.264, 0.485, 1.122)  0.119
H (2.029, -1.202, 0.377)  0.377
H (0.588, -1.083, 1.367)  0.335
H (0.925, -0.028, 0.212)  0.151
H (2.382, 0.272, -2.146)  0.293
H (3.694, -0.473, -1.952)  0.295
O (2.815, -0.365, -1.575)  -0.574
H (0.948, 3.765, 2.567)  0.318
H (1.745, 3.217, 1.280)  0.300
O (1.719, 3.864, 1.988)  -0.618
H (-0.215, 2.837, -0.422)  0.293
H (-0.959, 1.851, 0.476)  0.308
O (-0.140, 1.977, -0.019)  -0.604

The frontier orbital gap comes out at 0.404 hartree. As for the molecular weight: 128.19 Da. The value obtained for the strongest force on any atom is 0.049 hartree/bohr. As for the net charge: +1. For the total energy, the calculation gives -443.4149 Ha. The lowest unoccupied orbital energy comes out at -3.024 eV. The value obtained for the relative energy (zero: lowest compared OMol25 entry of this formula, charge and spin) is 33.0 kcal/mol.

---

What is the frontier orbital gap in the first record? 0.280 hartree